No. 1
Molecular formula: C4H19BO5
Method: DFT, ωB97M-V with the def2-TZVPD basis set

```
29
Properties=species:S:1:pos:R:3
O 0.36942 -0.75748 0.35550
H 0.28766 -0.17669 1.11550
H 1.04943 -0.38928 -0.21337
H -0.47647 -0.81903 -0.09426
B -0.00837 0.47144 2.80101
H -0.25796 1.20505 3.55185
H 0.07252 0.88319 1.80694
H 0.89594 -0.04857 3.07676
H -0.78246 -0.27543 2.88589
C 3.28715 1.32206 -0.84654
C 2.12354 1.13705 -1.87992
O 1.58936 -0.19528 -1.96015
O 2.97695 0.85751 0.49115
H 3.65958 2.34495 -0.79083
H 4.07421 0.63031 -1.14670
H 2.42898 1.49058 -2.86472
H 1.29346 1.79866 -1.63225
H 1.13442 -0.24090 -2.80428
H 3.77936 0.68333 0.98854
C -2.90726 -1.12359 -1.06401
C -3.18259 -0.65060 0.41646
O -2.50386 -1.56019 1.30136
O -1.51114 -1.03297 -1.46329
H -3.55882 -0.48446 -1.65988
H -3.21578 -2.15206 -1.25153
H -4.25669 -0.54201 0.56689
H -2.64694 0.29776 0.45909
H -2.27646 -1.14038 2.13423
H -1.43717 -1.53297 -2.27945
```

- LUMO (spin up / spin down): -2.61 / -9.10 eV
- Expectation value of S²: 0.753
- HOMO-LUMO gap (spin up / spin down): 0.4223 / 0.1837 Eh
- Energy relative to the best compared isomer or geometry (same formula, charge and spin): 0.0 kJ/mol
- Charge: +1
- HOMO (spin up / spin down): -14.10 / -14.10 eV
- Multiplicity: 2



No. 2
Molecular formula: C4H19BrMgNO5
Method: DFT, ωB97M-V with the def2-TZVPD basis set

```
31
Properties=species:S:1:pos:R:3
Mg 24.61511 -0.98392 -4.47452
Br 22.41994 -1.88382 -4.79510
O 25.61942 -2.47169 -5.32189
H 25.35454 -3.39825 -5.28128
H 26.21907 -2.40949 -6.07149
O 24.62784 -2.06307 -2.44840
H 23.92518 -2.69698 -2.26075
H 24.88426 -1.70362 -1.59358
O 23.98442 0.75384 -3.60122
H 23.16243 1.19117 -3.35092
H 24.62720 1.08397 -2.96384
O 26.51640 -0.41252 -3.90309
H 26.52661 0.37578 -3.34954
H 27.39348 -0.79420 -3.78833
C 22.93236 1.74155 -6.53338
C 23.63353 0.56504 -7.20196
C 24.08574 0.92643 -8.61371
O 24.80932 2.13237 -8.57678
C 25.00208 2.67695 -9.87144
N 24.79414 0.13127 -6.34917
H 23.67557 2.47567 -6.20446
H 22.21595 1.43071 -5.78043
H 22.41249 2.35283 -7.27807
H 22.94244 -0.27484 -7.27038
H 23.16903 1.02141 -9.20898
H 24.70764 0.12574 -9.03546
H 25.41318 1.92064 -10.55079
H 25.70302 3.50140 -9.78434
H 24.06315 3.02132 -10.31566
H 25.51874 -0.26972 -6.94243
H 25.21933 1.02805 -6.10041
```

- LUMO: -3.72 eV
- HOMO-LUMO gap: 0.2982 Eh
- Energy relative to the best compared isomer or geometry (same formula, charge and spin): 0.0 kJ/mol
- Charge: +1
- HOMO: -11.83 eV



No. 3
Molecular formula: C4H19ClNO5Sr
Method: DFT, ωB97M-V with the def2-TZVPD basis set

```
31
Properties=species:S:1:pos:R:3
Sr 10.80597 -9.08724 -3.28371
Cl 12.35452 -7.99002 -5.14877
O 9.42277 -8.57460 -5.28932
H 10.16682 -8.36151 -5.90368
H 8.63207 -8.81534 -5.73998
O 12.28749 -7.49763 -2.19247
H 12.33216 -6.83431 -1.51798
H 12.96312 -7.17782 -2.81078
O 13.24617 -10.48426 -1.33847
H 14.15438 -10.18152 -1.54664
H 13.20565 -11.32082 -1.83418
O 13.90449 -4.89375 -2.94906
H 14.54629 -4.26685 -2.61057
H 13.45916 -4.41436 -3.70880
C 8.19932 -9.58237 0.14875
C 7.44508 -8.94350 -1.00547
C 6.48156 -7.81171 -0.42354
O 6.40920 -6.85170 -1.47710
C 5.93737 -5.56650 -1.18501
N 8.35345 -8.46589 -2.11651
H 7.54754 -9.97911 0.93390
H 8.85340 -8.78858 0.59851
H 8.83082 -10.42627 -0.15778
H 6.87878 -9.69756 -1.54964
H 6.93265 -7.43545 0.57304
H 5.49631 -8.13273 -0.16715
H 6.16993 -4.97029 -2.06438
H 6.50527 -5.20781 -0.28915
H 4.87813 -5.46837 -0.99567
H 7.73654 -8.18797 -2.85009
H 8.75044 -7.59857 -1.78721
```

- LUMO: -3.41 eV
- HOMO-LUMO gap: 0.3447 Eh
- Charge: +1
- HOMO: -12.79 eV



No. 4
Molecular formula: C4H19IN8O5
Method: DFT, ωB97M-V with the def2-TZVPD basis set

```
37
Properties=species:S:1:pos:R:3
O -3.68369 -31.19820 29.55468
H -2.98248 -30.77900 29.05051
H -4.53508 -31.06346 29.13210
H -3.60655 -32.15425 29.59503
I -2.13207 -35.40135 30.38934
C -7.88345 -30.63439 26.63470
O -6.96547 -31.38565 26.77548
N -8.42707 -30.28571 25.53408
N -8.54759 -30.13909 27.70374
H -9.38835 -30.02230 25.69734
H -8.18026 -30.46753 24.57173
H -9.04987 -29.26799 27.60879
H -8.26279 -30.44792 28.62222
C 0.14010 -30.65477 26.15550
O -1.00355 -30.33034 26.52999
N 0.86620 -29.94915 25.34114
N 0.78483 -31.67686 26.72151
H 0.29214 -29.30105 24.82104
H 1.86779 -30.01925 25.23151
H 1.69888 -31.94398 26.38498
H 0.33109 -32.22500 27.43829
C -5.23464 -26.73154 28.70867
O -4.99989 -26.92509 29.85274
N -4.49619 -27.20312 27.75121
N -6.24148 -25.99778 28.28552
H -3.60104 -27.58660 28.01908
H -4.53541 -26.99318 26.76405
H -6.38191 -25.96095 27.28601
H -6.88648 -25.50389 28.88564
C -7.44803 -30.71946 32.95039
O -7.15723 -31.27132 31.92714
N -6.87917 -29.71239 33.54128
N -8.43049 -31.05229 33.71939
H -7.13733 -29.40790 34.46904
H -6.31247 -29.09624 32.97621
H -8.83333 -31.89015 33.32466
H -8.94946 -30.29135 34.13383
```

- LUMO: -0.60 eV
- HOMO-LUMO gap: 0.2011 Eh
- HOMO: -6.07 eV



No. 5
Molecular formula: C4H19N2O5
Method: DFT, ωB97M-V with the def2-TZVPD basis set

```
30
Properties=species:S:1:pos:R:3
C -0.56218 0.86809 -0.93752
N -0.44933 -0.02587 0.28989
C 0.28763 -1.41177 0.03754
O 1.09086 -1.69016 1.02905
C -0.34775 2.51070 -0.51681
N 0.97844 3.03921 -0.48408
C 1.69831 2.73248 0.83212
H 0.26307 0.58527 -1.62814
H -1.57769 0.75870 -1.41105
H -0.00069 0.63244 1.00165
H -0.59146 -1.91923 -0.02065
H 0.94680 -1.40588 -0.94484
H -1.00683 3.11324 -1.09535
H -0.65388 2.47941 0.54086
H 1.53392 2.54338 -1.28993
H 1.23074 1.95160 1.48342
H 2.78499 2.51822 0.61406
H 1.85460 3.89590 1.23498
H -2.27117 -1.21947 -0.30877
H -3.52243 -1.52770 0.63497
O -3.43650 -1.30686 -0.27072
H -0.62004 -1.67073 3.17025
H 0.21915 -2.19764 2.12799
O -0.66997 -2.39122 2.58002
H -1.08224 -0.54324 -2.63524
H -2.19959 -1.45645 -2.13116
O -1.44831 -1.36027 -2.86071
H 3.93096 -0.58900 0.40954
H 2.15943 -0.69323 0.35828
O 3.01923 -0.06973 0.11693
```

- LUMO: 3.55 eV
- HOMO-LUMO gap: 0.3017 Eh
- Energy relative to the best compared isomer or geometry (same formula, charge and spin): 454.8 kJ/mol
- Charge: -1
- HOMO: -4.66 eV



No. 6
Molecular formula: C4H19N3O5
Method: DFT, ωB97M-V with the def2-TZVPD basis set

```
31
Properties=species:S:1:pos:R:3
C 1.23625 -1.07781 0.32895
N -0.00461 -1.36534 0.93346
C -1.02704 -1.91991 0.23176
N -0.76455 -2.35123 -1.09980
O -2.08511 -2.05490 0.74604
C 1.72975 0.45701 0.40138
N 3.05515 0.69099 -0.14086
C 3.56692 1.99921 0.28015
H 1.38394 -1.57297 -0.69904
H 1.96989 -1.83663 0.69278
H -0.28041 -1.10700 1.85179
H -1.70993 -2.64043 -1.40831
H -0.40460 -1.72478 -1.92287
H 1.04175 1.03380 -0.18023
H 1.48794 1.02879 1.28655
H 3.77035 -0.00725 0.19413
H 4.68552 2.22239 0.16073
H 3.16495 2.83905 -0.42942
H 3.43536 2.16904 1.31733
H -1.96532 -1.86219 3.22538
H -2.32515 -0.74834 2.21784
O -2.51690 -1.08839 3.04891
H -1.41830 2.10752 -1.72759
H -1.30905 3.50619 -1.27730
O -1.22239 2.59455 -1.06231
H 1.89742 0.59785 -3.16939
H 1.95113 0.78558 -4.70455
O 1.34074 0.58511 -4.00250
H -2.14370 2.25398 0.48261
H -3.16579 2.08805 1.80992
O -2.90423 1.87556 0.89195
```

- LUMO (spin up / spin down): -3.50 / -9.04 eV
- Expectation value of S²: 0.755
- HOMO-LUMO gap (spin up / spin down): 0.3450 / 0.1404 Eh
- Energy relative to the best compared isomer or geometry (same formula, charge and spin): 397.0 kJ/mol
- Charge: +1
- HOMO (spin up / spin down): -12.89 / -12.86 eV
- Multiplicity: 2



No. 7
Molecular formula: C4H19O8
Method: DFT, ωB97M-V with the def2-TZVPD basis set

```
31
Properties=species:S:1:pos:R:3
O -2.63970 0.59021 2.32973
C -1.63388 0.22074 1.85725
C -0.51913 1.22035 1.43405
C -0.70100 1.71091 0.02634
C 0.25285 2.77762 -0.44193
O 1.45456 2.06913 -0.88278
H -1.28293 -0.83170 1.66373
H 0.50725 0.78078 1.57811
H -0.41808 2.06753 2.06527
H -0.59983 0.84579 -0.65728
H -1.74864 1.94396 -0.28618
H -0.02504 3.24195 -1.37624
H 0.60522 3.43370 0.26451
H -0.60469 -2.24628 0.75458
H 0.14071 -2.26758 -0.55459
O -0.88331 -2.60360 -0.09093
H -3.05879 -1.12544 -1.21068
H -1.82172 -1.38983 -0.39198
O -2.55682 -0.64459 -0.55182
H -0.66262 0.06874 -2.14885
H 0.11570 -1.15226 -2.62664
O -0.43679 -0.40870 -2.96230
H 1.73540 -2.23798 -1.70133
H 1.86083 -0.89176 -0.56171
O 1.06117 -1.70012 -1.38553
H 3.43036 -0.84691 0.24665
H 1.79374 1.29491 -0.32823
O 2.53105 -0.57698 0.23921
H 1.72206 -1.57773 1.40962
H 1.33206 -0.45475 2.27707
O 1.04998 -1.31010 2.01294
```

- LUMO: 3.12 eV
- HOMO-LUMO gap: 0.3411 Eh
- Energy relative to the best compared isomer or geometry (same formula, charge and spin): 182.5 kJ/mol
- Charge: -1
- HOMO: -6.16 eV



No. 8
Molecular formula: C4H2
Method: DFT, ωB97M-V with the def2-TZVPD basis set

```
6
Properties=species:S:1:pos:R:3
C -0.48973 0.36868 -0.27220
C 0.59288 -0.27345 0.17621
C -1.54290 0.84488 -0.66150
C 1.48910 -0.87681 0.70855
H -2.50523 1.12819 -0.92977
H 2.45587 -1.19149 0.97871
```

- LUMO: 0.82 eV
- Structure (SMILES): C#CC#C
- HOMO-LUMO gap: 0.3872 Eh
- Energy relative to the best compared isomer or geometry (same formula, charge and spin): 18.9 kJ/mol
- HOMO: -9.72 eV